DFT (ωB97M-V with the def2-TZVPD basis set) results for a structure of composition C19H47N4O15V at a distorted geometry.

## Properties
ΔE to the lowest compared entry with this formula, charge and spin	0.0	kcal per mole
gap between HOMO and LUMO	7.0117	eV

ORCA input file:
```
! RIJCOSX wB97M-V def2-TZVPD def2/J DEFGRID3
* xyz -2 1
O 0.334 -0.256 -0.191
V -0.842 -0.808 0.732
O -1.316 0.490 1.528
O -0.109 -5.002 -0.923
C 0.158 -4.272 0.235
O 0.549 -4.871 1.224
O -0.045 -3.018 0.088
H -0.496 -4.265 -1.427
O 1.823 0.529 2.377
C 1.542 -0.703 2.899
O 2.383 -1.206 3.673
O 0.486 -1.289 2.534
H 2.607 0.774 2.887
O -4.264 -1.502 2.787
C -3.063 -2.176 3.014
O -2.937 -2.782 4.080
O -2.270 -2.094 2.040
H -4.755 -1.621 3.609
C 2.362 -5.309 -3.728
C 3.154 -4.747 -2.540
C 2.719 -3.346 -2.164
O 3.140 -2.377 -3.119
C 2.655 -1.067 -2.938
N 3.057 -5.637 -1.381
H 1.950 -6.302 -3.586
H 3.066 -5.295 -4.569
H 1.606 -4.599 -4.072
H 4.220 -4.752 -2.785
H 3.155 -3.033 -1.204
H 1.634 -3.262 -2.025
H 3.377 -0.413 -3.427
H 2.623 -0.841 -1.865
H 1.646 -0.979 -3.356
H 3.570 -5.223 -0.612
H 2.104 -5.782 -1.065
C -1.766 2.228 6.786
C -1.882 1.890 5.312
C -0.507 1.690 4.672
O 0.093 2.936 4.324
C -0.272 3.388 3.031
N -2.766 0.720 5.130
H -1.367 1.415 7.397
H -2.705 2.545 7.245
H -1.041 3.045 6.860
H -2.372 2.660 4.704
H -0.604 1.096 3.761
H 0.212 1.170 5.312
H 0.391 4.235 2.841
H -1.315 3.714 2.999
H -0.031 2.640 2.273
H -2.426 0.120 4.382
H -2.726 0.147 5.966
C 4.202 5.259 -2.975
C 4.218 3.827 -2.481
C 2.881 3.109 -2.542
O 2.002 3.820 -1.706
C 0.701 3.298 -1.658
N 5.183 3.048 -3.282
H 3.684 5.316 -3.939
H 5.184 5.683 -3.211
H 3.725 5.986 -2.319
H 4.562 3.830 -1.440
H 3.048 2.090 -2.166
H 2.497 3.000 -3.564
H 0.104 3.974 -1.046
H 0.585 2.293 -1.241
H 0.222 3.281 -2.648
H 6.037 3.569 -3.420
H 5.374 2.175 -2.807
C -2.882 -0.498 -3.049
C -2.800 -0.063 -1.566
C -4.110 0.603 -1.225
O -5.154 -0.355 -1.078
C -6.407 0.238 -0.997
N -2.461 -1.253 -0.749
H -3.087 0.424 -3.607
H -3.731 -1.155 -3.226
H -1.918 -0.844 -3.421
H -2.017 0.684 -1.427
H -4.424 1.381 -1.926
H -4.017 1.088 -0.241
H -6.468 0.909 -0.134
H -7.207 -0.505 -0.968
H -6.707 0.799 -1.900
H -3.322 -1.631 -0.346
H -2.235 -1.988 -1.413
*
```